This record from OMol25 describes a 2-piece molecular cluster, C14H16O overall in a non-equilibrium geometry. The level of theory is wB97M-V/def2-TZVPD.

Properties
Largest force on an atom ... 2.49 eV Å⁻¹
HOMO ... -8.42 eV
SMILES ... Cc1ccc(O)cc1.Cc1ccccc1

Last column: Mulliken charge in e.
CARTESIAN COORDINATES (ANGSTROEM)
C: 0.68 2.70 -1.52  -1.42
C: 0.71 1.37 -2.30  0.55
C: -0.08 0.26 -1.93  -0.76
C: -0.08 -0.85 -2.72  -0.44
C: 0.74 -0.98 -3.87  0.63
O: 0.77 -2.13 -4.58  -0.54
C: 1.39 0.16 -4.30  -0.52
C: 1.37 1.33 -3.51  -0.45
H: -0.23 2.97 -1.02  0.36
H: 0.96 3.41 -2.30  0.45
H: 1.57 2.75 -0.89  0.29
H: -0.65 0.28 -1.01  0.70
H: -0.52 -1.78 -2.37  0.18
H: 0.55 -2.86 -4.03  0.29
H: 1.85 0.18 -5.28  0.39
H: 2.07 2.09 -3.84  0.30
C: -1.41 1.24 4.10  -1.44
C: -0.93 -0.04 3.42  1.10
C: -0.30 0.11 2.16  -0.65
C: 0.05 -1.02 1.46  -0.16
C: 0.02 -2.30 2.02  -0.86
C: -0.56 -2.43 3.26  -0.23
C: -1.12 -1.29 3.93  -0.70
H: -2.37 1.56 3.66  0.31
H: -0.74 2.08 4.05  0.36
H: -1.75 0.93 5.09  0.37
H: -0.39 1.08 1.70  0.38
H: 0.37 -0.75 0.46  0.50
H: 0.38 -3.19 1.52  0.38
H: -0.77 -3.34 3.80  0.35
H: -1.57 -1.55 4.88  0.29

---

This record from OMol25 describes a 2-piece molecular cluster, C2H8NO overall in a non-equilibrium geometry. The level of theory is wB97M-V/def2-TZVPD.

Properties
Largest force on an atom ... 4.32 eV Å⁻¹
HOMO (spin up / spin down) ... -8.33 / -8.28 eV
Multiplicity ... 2
⟨S²⟩ ... 0.754

Last column: Mulliken charge in e.
CARTESIAN COORDINATES (ANGSTROEM)
O: 1.14 -1.26 -2.50  -0.40
H: 0.60 -2.03 -2.65  0.32
C: -0.91 1.44 0.77  -0.72
N: -0.77 -0.13 0.57  -0.38
C: 0.74 -0.67 0.53  -0.59
H: -0.19 1.93 1.60  0.24
H: -2.04 1.86 0.61  0.25
H: -0.37 1.79 -0.12  0.30
H: -1.37 -0.42 -0.17  0.23
H: 1.42 -0.08 1.29  0.26
H: 0.64 -1.73 0.61  0.31
H: 1.10 -0.70 -0.54  0.19

---

This record from OMol25 describes an isolated ion of composition C3H3N2S2 and charge -1 in a non-equilibrium geometry. The level of theory is wB97M-V/def2-TZVPD.

Properties
Largest force on an atom ... 5.30 eV Å⁻¹
HOMO (spin up / spin down) ... -0.84 / -3.69 eV
Charge ... -1
Multiplicity ... 3
⟨S²⟩ ... 2.026

Last column: Mulliken charge in e.
CARTESIAN COORDINATES (ANGSTROEM)
C: 0.59 -2.39 -0.04  -0.23
C: 1.81 -0.46 -0.01  0.09
C: 0.04 0.08 0.36  0.09
N: 1.74 -1.74 -0.07  -0.56
N: -0.25 1.42 0.17  -0.44
S: 3.03 0.69 0.02  -0.46
S: -0.79 -1.37 0.27  -0.31
H: 0.64 -3.34 0.28  0.40
H: 0.56 1.95 -0.26  0.20
H: -1.11 1.50 -0.27  0.21

---

This record from OMol25 describes C7H11N as an isolated structure in a non-equilibrium geometry. The level of theory is wB97M-V/def2-TZVPD.

Properties
Largest force on an atom ... 6.18 eV Å⁻¹
HOMO ... -8.94 eV

Last column: Mulliken charge in e.
CARTESIAN COORDINATES (ANGSTROEM)
C: -0.84 -0.49 1.73  -1.33
C: -0.91 -0.12 0.25  0.18
C: 0.09 -0.87 -1.40  -0.62
C: 0.34 0.24 -0.43  2.13
C: -0.02 1.68 -0.89  -0.99
C: 1.71 0.21 0.07  -1.45
C: 2.69 -0.16 0.74  -0.30
H: -1.22 0.46 2.44  0.23
H: 0.29 -0.75 2.15  0.17
H: -1.64 -1.17 1.90  0.40
H: -1.82 0.58 0.11  0.20
H: -1.82 -1.66 -0.72  0.20
H: -0.32 -0.59 -2.56  0.24
H: 1.01 -1.64 -1.33  0.33
H: -1.32 1.63 -0.59  0.26
H: 0.67 2.17 0.01  0.29
H: 0.34 2.09 -2.13  0.26
H: 3.75 -0.22 0.97  0.39
N: -0.99 -1.39 -0.32  -0.58

---

This record from OMol25 describes a 2-piece molecular cluster, C5H12NO2 overall in a non-equilibrium geometry. The level of theory is wB97M-V/def2-TZVPD.

Properties
Largest force on an atom ... 1.46 eV Å⁻¹
HOMO ... -3.44 eV
Charge ... -1

Last column: Mulliken charge in e.
CARTESIAN COORDINATES (ANGSTROEM)
N: 1.20 1.39 -0.70  -0.47
C: 1.72 1.64 0.66  -0.66
C: 2.05 0.26 1.20  -0.51
C: 0.93 -0.62 0.66  -0.69
C: 0.60 0.01 -0.72  0.14
C: -0.92 0.13 -0.91  -0.80
O: -1.53 -1.08 -1.01  -0.81
H: 1.98 1.43 -1.35  0.29
H: 2.52 2.38 0.65  0.37
H: 0.89 2.08 1.23  0.26
H: 2.99 -0.04 0.71  0.24
H: 2.33 0.22 2.26  0.39
H: 1.27 -1.65 0.65  0.32
H: 0.03 -0.48 1.26  0.28
H: 1.02 -0.57 -1.54  0.33
H: -1.30 0.77 -0.09  0.24
H: -1.05 0.80 -1.79  0.25
H: -2.56 -1.10 -0.16  0.45
H: -3.21 -2.17 0.90  0.22
O: -3.37 -1.27 0.60  -0.83

---

This record from OMol25 describes a 3-piece molecular cluster, C10H20O4 overall in a non-equilibrium geometry. The level of theory is wB97M-V/def2-TZVPD.

Properties
Largest force on an atom ... 2.84 eV Å⁻¹
HOMO ... -9.49 eV
SMILES ... CCOC(C)=O.CC(C)=O.CC(C)=O

Last column: Mulliken charge in e.
CARTESIAN COORDINATES (ANGSTROEM)
C: -1.64 -1.70 0.27  -0.59
C: -1.90 -1.42 1.74  -0.42
O: -0.75 -0.93 2.36  -0.26
C: 0.06 -1.69 3.10  0.79
C: 1.18 -0.88 3.67  -0.96
O: 0.03 -2.91 3.17  -0.60
H: -2.52 -2.03 -0.28  0.42
H: -0.82 -2.41 0.11  0.22
H: -1.39 -0.74 -0.17  -0.12
H: -2.59 -0.58 1.82  0.35
H: -2.39 -2.30 2.16  0.34
H: 0.79 -0.17 4.40  0.30
H: 1.66 -0.39 2.83  0.22
H: 1.95 -1.49 4.15  0.32
C: 0.75 -0.45 -2.27  -0.61
C: 1.62 -1.62 -1.70  0.58
C: 2.26 -1.40 -0.35  -0.35
O: 1.80 -2.63 -2.34  -0.58
H: 0.19 0.08 -1.50  -0.17
H: 0.08 -0.80 -3.05  0.33
H: 1.50 0.24 -2.65  0.37
H: 3.07 -2.09 -0.12  0.35
H: 1.39 -1.69 0.23  -0.28
H: 2.53 -0.34 -0.26  0.31
C: -0.08 3.58 -2.53  -1.23
C: -1.05 2.69 -1.84  0.94
C: -1.15 2.67 -0.32  -1.10
O: -1.74 1.94 -2.44  -0.52
H: 0.98 3.30 -2.47  0.29
H: -0.19 4.62 -2.25  0.38
H: -0.25 3.41 -3.59  0.36
H: -1.41 3.69 -0.06  0.44
H: -0.14 2.41 0.00  0.26
H: -1.86 2.02 0.19  0.22

---

How do the records compare in energy? In the order shown, they have -16824.1702; -5736.3645; -27807.6353; -8919.1210; -10964.8075; -18883.7056 eV.
How do the records compare in ΔE to the lowest compared entry with this formula, charge and spin? In the order shown, they have 102.8; 322.2; 29.3; 830.5; 210.6; 0.0 kJ/mol.